1.
The following is a DFT calculation (ωB97M-V/def2-TZVPD) of a structure of composition C48H68FeN3O6P2S2.

Structure (ORCA input):
```
! wB97M-V def2-TZVPD RIJCOSX def2/J DEFGRID3
* xyz 0 2
Fe -0.104 0.435 0.987
S 0.543 4.747 1.367
C 2.098 4.034 1.222
C 2.054 2.672 1.159
C 0.723 2.175 1.222
C -0.181 3.184 1.354
C -1.571 2.846 1.475
C -2.601 3.709 1.833
C -3.888 3.211 1.911
C -4.114 1.876 1.600
C -3.034 1.081 1.269
N -1.781 1.534 1.237
H 2.971 4.668 1.192
H 2.934 2.053 1.068
H -2.379 4.746 2.047
H -4.708 3.859 2.192
H -5.105 1.447 1.630
H -3.146 0.030 1.045
O -1.353 -1.161 1.036
N -1.688 -2.451 0.897
C -2.748 -2.653 0.069
C -3.255 -3.885 -0.201
C -2.634 -4.993 0.402
C -1.575 -4.786 1.231
C -1.049 -3.493 1.534
S 0.240 -3.307 2.586
H -3.137 -1.749 -0.372
H -4.101 -3.983 -0.865
H -2.991 -5.996 0.212
H -1.070 -5.612 1.710
C 0.297 3.026 4.589
C -0.047 1.632 5.112
C 0.716 1.388 6.418
P 0.100 0.288 3.825
C 1.787 -0.479 3.915
C 2.109 -1.472 5.032
C 2.872 0.595 3.824
C -1.130 -0.969 4.424
C -2.555 -0.530 4.105
C -1.088 -1.377 5.899
H 0.046 3.776 5.343
H -0.252 3.264 3.681
H 1.362 3.115 4.369
H -1.120 1.621 5.335
H 1.785 1.526 6.276
H 0.553 0.402 6.840
H 0.386 2.124 7.156
H 1.793 -1.040 2.985
H 1.999 -1.050 6.030
H 3.154 -1.772 4.919
H 1.503 -2.373 4.954
H 3.037 1.084 4.785
H 2.627 1.360 3.093
H 3.805 0.129 3.510
H -0.887 -1.839 3.811
H -2.892 0.268 4.774
H -3.238 -1.374 4.232
H -2.640 -0.182 3.084
H -1.382 -0.554 6.553
H -0.123 -1.754 6.222
H -1.816 -2.179 6.047
O -0.169 0.862 -1.219
P 0.035 0.887 -2.725
C -1.205 1.805 -3.745
C -1.180 3.327 -3.518
C -1.869 3.722 -2.217
C -3.313 3.229 -2.221
C -3.362 1.716 -2.420
C -2.671 1.346 -3.722
C 1.574 1.751 -3.285
C 2.799 0.857 -3.545
C 3.475 0.378 -2.271
C 3.728 1.530 -1.277
C 3.401 2.885 -1.889
C 1.935 2.921 -2.320
C 0.106 -0.803 -3.401
C 0.264 -0.879 -4.945
C -1.033 -1.273 -5.651
C -1.556 -2.639 -5.175
C -1.099 -2.961 -3.747
C -1.041 -1.694 -2.897
H -0.810 1.613 -4.749
H -1.722 3.785 -4.353
H -0.165 3.719 -3.555
H -1.831 4.806 -2.089
H -1.331 3.275 -1.377
H -3.853 3.709 -3.047
H -3.819 3.515 -1.302
H -4.397 1.362 -2.431
H -2.848 1.220 -1.596
H -3.176 1.870 -4.543
H -2.770 0.285 -3.936
H 1.280 2.163 -4.254
H 3.507 1.452 -4.128
H 2.539 0.010 -4.176
H 4.410 -0.121 -2.533
H 2.848 -0.377 -1.801
H 4.754 1.502 -0.909
H 3.085 1.386 -0.411
H 4.056 3.095 -2.739
H 3.572 3.681 -1.161
H 1.712 3.879 -2.790
H 1.323 2.858 -1.415
H 1.018 -1.195 -2.939
H 1.033 -1.620 -5.179
H 0.625 0.067 -5.352
H -0.865 -1.292 -6.729
H -1.783 -0.501 -5.477
H -1.209 -3.426 -5.847
H -2.648 -2.645 -5.226
H -0.104 -3.412 -3.781
H -1.760 -3.700 -3.291
H -0.878 -1.918 -1.846
H -2.007 -1.187 -2.951
O 3.706 -0.839 1.204
C 2.631 -1.119 0.692
O 1.555 -0.437 0.846
C 2.537 -2.352 -0.178
C 1.331 -2.716 -0.755
C 1.237 -3.862 -1.520
C 2.382 -4.614 -1.718
C 3.603 -4.268 -1.168
C 3.671 -3.127 -0.385
N 2.292 -5.822 -2.557
O 3.311 -6.449 -2.761
O 1.200 -6.118 -3.007
H 0.468 -2.091 -0.576
H 0.299 -4.192 -1.941
H 4.467 -4.889 -1.347
H 4.596 -2.822 0.083
*
```

Results
ΔE to the lowest compared entry with this formula, charge and spin = 0.0 kcal per mole
Expectation value of S² = 1.216
Calculated total energy = -5228.28199 hartree
HOMO (alpha / beta) = -7.08 / -7.07 eV

Here are the Löwdin charges for atoms 1 to 99, given in e: Fe 0.6879; S 1.0379; C -0.3868; C -0.1997; C -0.2307; C -0.5639; C -0.2846; C -0.0060; C -0.0459; C -0.0430; C -0.1299; N 0.0561; H 0.0727; H 0.0930; H 0.1137; H 0.1133; H 0.1114; H 0.0955; O -0.2639; N -0.1631; C -0.0576; C -0.0738; C -0.0754; C -0.1003; C -0.6869; S 0.7342; H 0.1223; H 0.1030; H 0.1078; H 0.0968; C -0.1092; C -0.4965; C -0.1038; P 1.1760; C -0.5269; C -0.1054; C -0.1020; C -0.5523; C -0.1153; C -0.1052; H 0.0843; H 0.0309; H 0.0791; H 0.0964; H 0.0636; H 0.0475; H 0.0843; H 0.0267; H 0.0598; H 0.0876; H 0.0398; H 0.0639; H 0.0398; H 0.0781; H -0.0212; H 0.0760; H 0.0884; H 0.0180; H 0.0706; H 0.0510; H 0.0844; O -0.3220; P 0.8885; C -0.3316; C -0.1786; C -0.1838; C -0.1883; C -0.1920; C -0.1914; C -0.3124; C -0.1886; C -0.1540; C -0.1746; C -0.1879; C -0.1706; C -0.3277; C -0.1807; C -0.1837; C -0.1760; C -0.1885; C -0.1850; H 0.1091; H 0.1243; H 0.0840; H 0.1173; H 0.0924; H 0.1163; H 0.0978; H 0.1155; H 0.0917; H 0.1258; H 0.0766; H 0.1093; H 0.1194; H 0.0914; H 0.1195; H 0.0827; H 0.1212; H 0.0539



2.
The following is a DFT calculation (ωB97M-V/def2-TZVPD) of a structure of composition C22H22AuN6O3S2.

Structure (ORCA input):
```
! wB97M-V def2-TZVPD RIJCOSX def2/J DEFGRID3
* xyz 1 1
Au -0.300 -1.013 0.106
N 2.804 -0.571 3.221
C 2.003 -0.613 2.156
S 0.311 -0.885 2.475
N 2.537 -0.452 0.978
N 1.783 -0.472 -0.093
C 2.265 -0.481 -1.298
C 3.701 -0.557 -1.589
C 4.154 -1.493 -2.522
C 5.507 -1.625 -2.767
C 6.419 -0.814 -2.109
C 5.971 0.118 -1.186
C 4.622 0.239 -0.912
C 1.296 -0.433 -2.381
C 1.644 0.027 -3.652
C 0.668 0.091 -4.631
C -0.631 -0.285 -4.318
C -0.904 -0.713 -3.027
N 0.034 -0.791 -2.100
H 2.423 -0.721 4.139
H 3.797 -0.471 3.099
H 3.443 -2.134 -3.023
H 5.852 -2.364 -3.472
H 7.476 -0.914 -2.306
H 6.678 0.750 -0.672
H 4.271 0.963 -0.194
H 2.656 0.346 -3.851
H 0.917 0.441 -5.621
H -1.417 -0.243 -5.055
H -1.897 -1.010 -2.725
O -3.413 -0.182 1.235
C -3.159 -0.831 2.392
C -3.349 -0.169 3.606
C -3.134 -0.832 4.797
C -2.741 -2.163 4.801
C -2.560 -2.833 3.601
C -2.733 -2.165 2.401
C -2.460 -2.892 1.086
O -2.560 -4.094 1.061
O -2.184 -2.107 0.095
H -3.124 -0.786 0.507
H -3.684 0.855 3.588
H -3.297 -0.308 5.727
H -2.573 -2.674 5.735
H -2.271 -3.872 3.578
C -3.509 5.110 -0.028
N -2.476 4.154 -0.368
C -2.596 2.835 -0.232
N -3.771 2.310 0.089
S -1.230 1.861 -0.510
H -3.064 6.099 -0.039
H -3.894 4.923 0.978
H -4.333 5.090 -0.746
H -1.570 4.509 -0.633
H -4.574 2.900 0.233
H -3.824 1.340 0.382
*
```

Results
ΔE to the lowest compared entry with this formula, charge and spin = 44.8 kcal per mole
Calculated total energy = -2337.65353 hartree
HOMO = -10.63 eV

What are the natural (NBO) partial charges on each atom? They are as follows, in elementary charge units: Au 1.2542; N -0.7493; C 0.2863; S 0.0010; N -0.3846; N -0.1982; C 0.2324; C -0.0613; C -0.2039; C -0.1951; C -0.1686; C -0.2051; C -0.1774; C 0.1517; C -0.1968; C -0.1217; C -0.2155; C 0.0937; N -0.4793; H 0.4196; H 0.4278; H 0.2235; H 0.2301; H 0.2307; H 0.2288; H 0.2325; H 0.2541; H 0.2429; H 0.2492; H 0.2405; O -0.7416; C 0.4011; C -0.3004; C -0.1698; C -0.2494; C -0.1402; C -0.2985; C 0.7664; O -0.5447; O -0.7996; H 0.5120; H 0.2206; H 0.2216; H 0.2220; H 0.2399; C -0.4332; N -0.5732; C 0.3563; N -0.7843; S -0.4587; H 0.2317; H 0.2048; H 0.2052; H 0.4238; H 0.3959; H 0.4504